# 1
C25H34N4O4V | ωB97M-V with the def2-TZVPD basis set

```
68
Properties=species:S:1:pos:R:3:nbo_charge:R:1
V 0.50 0.52 -0.13 1.238
C 0.58 0.21 3.29 -0.410
N -0.40 0.52 2.26 -0.440
C -0.86 1.90 2.32 -0.246
C 0.22 2.99 2.34 -0.409
C 1.45 2.83 1.40 -0.222
N 1.19 2.39 0.07 -0.442
C 0.86 3.28 -0.86 0.102
C 0.65 2.98 -2.22 -0.226
C 0.31 4.01 -3.12 -0.171
C 0.06 3.77 -4.46 -0.324
C 0.15 2.48 -4.95 -0.205
C 0.49 1.44 -4.10 -0.316
C 0.76 1.63 -2.74 0.503
O 1.13 0.61 -2.02 -0.762
C -1.50 -0.42 2.44 -0.197
C -2.43 -0.75 1.26 -0.246
C -0.98 -2.61 0.64 -0.043
N 0.31 -2.05 0.82 -0.626
C 1.37 -2.82 0.71 -0.018
C 2.68 -2.33 0.79 -0.209
C 3.81 -3.18 0.90 -0.244
C 5.08 -2.68 1.06 -0.273
C 5.30 -1.31 1.11 -0.329
C 4.22 -0.44 0.94 -0.317
C 2.92 -0.90 0.73 0.400
O 1.96 -0.09 0.46 -0.720
H 0.12 0.16 4.29 0.143
H 1.37 0.95 3.31 0.194
H 1.02 -0.75 3.04 0.239
H -1.49 2.06 3.23 0.136
H -1.51 2.06 1.45 0.275
H 0.61 3.10 3.36 0.184
H -0.28 3.93 2.08 0.200
H 2.15 2.11 1.84 0.210
H 1.95 3.82 1.38 0.163
H 0.72 4.32 -0.55 0.148
H 0.24 5.02 -2.74 0.182
H -0.22 4.59 -5.12 0.181
H -0.06 2.28 -6.00 0.183
H 0.57 0.42 -4.48 0.203
H -2.17 -0.04 3.25 0.153
H -1.06 -1.35 2.79 0.212
H -2.77 0.19 0.82 0.266
H -3.30 -1.27 1.73 0.135
H -0.97 -3.45 -0.09 0.154
H -1.38 -3.08 1.60 0.110
H 1.24 -3.92 0.59 0.118
H 3.65 -4.26 0.86 0.174
H 5.92 -3.37 1.14 0.172
H 6.30 -0.91 1.25 0.173
H 4.38 0.64 0.90 0.189
O -0.92 1.06 -0.47 -0.355
O -2.06 1.70 -0.48 -0.644
C -1.85 -2.29 -2.12 -0.613
C -2.74 -1.91 -0.92 0.160
C -3.71 -3.07 -0.57 -0.635
C -3.60 -0.72 -1.36 -0.638
N -1.86 -1.56 0.19 -0.473
H -2.36 -2.12 -3.06 0.190
H -1.52 -3.33 -2.08 0.188
H -0.97 -1.64 -2.08 0.237
H -4.23 -3.41 -1.46 0.189
H -4.45 -2.73 0.15 0.193
H -3.17 -3.92 -0.13 0.199
H -4.07 -0.95 -2.31 0.180
H -2.96 0.16 -1.49 0.290
H -4.37 -0.48 -0.64 0.187
```

Summary:
2S+1	2
expectation value of S²	0.7781
gap between HOMO and LUMO (spin up / spin down)	3.364 / 4.448	eV
charge	-2
HOMO level (spin up / spin down)	0.0608 / 0.0204	Eh
relative energy (zero: lowest compared OMol25 entry of this formula, charge and spin)	493.4	kJ/mol

---

# 2
C5H8Br2P | ωB97M-V with the def2-TZVPD basis set

```
16
Properties=species:S:1:pos:R:3:nbo_charge:R:1
C -0.24 0.06 -1.02 0.100
C -0.91 -0.02 0.21 -0.134
C 0.99 0.80 -1.15 -0.789
C -0.54 0.79 1.26 -0.119
C -1.92 -1.11 0.42 -0.637
P 2.01 0.23 0.39 0.756
Br 2.27 -1.92 -0.02 -0.105
Br 4.01 1.07 0.01 -0.076
H -0.55 -0.60 -1.82 0.245
H 1.52 0.60 -2.09 0.280
H 0.91 1.88 -0.98 0.288
H -0.12 1.78 1.11 0.222
H -0.87 0.57 2.26 0.238
H -1.79 -1.91 -0.30 0.237
H -2.92 -0.69 0.30 0.251
H -1.85 -1.51 1.42 0.244
```

Summary:
gap between HOMO and LUMO	7.152	eV
charge	+1
HOMO level	-0.5065	Eh
relative energy (zero: lowest compared OMol25 entry of this formula, charge and spin)	0.0	kJ/mol

---

# 3
C34H90N4O18 | ωB97M-V with the def2-TZVPD basis set

```
146
Properties=species:S:1:pos:R:3:mulliken_charge:R:1
C -18.82 13.19 20.70 1.160
C -18.83 13.20 22.24 -0.591
O -19.66 12.13 22.78 -0.569
O -20.09 13.54 20.33 -0.578
H -18.60 12.14 20.49 -0.348
H -17.93 13.77 20.45 -0.556
H -19.16 14.12 22.72 0.335
H -17.82 13.00 22.60 0.338
H -20.56 12.40 22.55 0.313
H -20.55 12.70 20.36 0.427
C -19.00 20.30 22.69 -0.075
C -20.25 19.64 23.45 -0.577
O -20.21 20.02 24.87 -0.511
O -19.09 21.73 22.74 -0.487
H -18.96 19.80 21.72 0.272
H -18.18 20.00 23.34 0.220
H -20.39 18.57 23.28 0.339
H -21.21 20.09 23.17 0.306
H -20.19 20.98 24.94 0.267
H -19.39 22.00 23.61 0.245
C -14.18 17.21 13.98 -1.397
C -12.96 17.78 14.71 -0.538
O -11.84 16.93 14.54 -0.391
O -14.60 15.86 14.35 0.618
H -14.23 17.44 12.92 0.433
H -15.07 17.75 14.32 0.363
H -13.13 17.93 15.78 0.191
H -12.67 18.68 14.17 0.354
H -12.10 16.01 14.60 0.223
H -14.85 15.27 13.63 -0.323
C -17.61 9.39 20.31 -0.571
C -16.16 9.97 20.32 -0.436
O -16.13 11.40 20.40 -0.308
O -18.24 9.58 21.53 -0.614
H -17.61 8.30 20.21 0.304
H -18.15 9.85 19.48 0.351
H -15.59 9.61 19.46 0.267
H -15.51 9.69 21.14 0.460
H -15.20 11.64 20.32 0.180
H -18.67 10.43 21.68 0.353
C -10.75 13.83 12.91 -0.606
C -11.74 13.84 11.78 -1.523
O -12.30 12.55 11.62 0.139
O -11.50 14.00 14.09 -0.317
H -10.02 14.63 12.84 0.474
H -10.12 12.94 12.92 0.270
H -11.16 14.14 10.91 0.377
H -12.52 14.59 11.96 0.208
H -12.70 12.42 10.75 0.094
H -12.25 13.40 14.00 -0.220
C -17.52 10.97 17.04 -0.166
O -18.18 12.24 16.99 -0.558
C -17.19 13.31 17.21 2.054
C -17.57 14.42 16.16 -2.115
N -17.35 14.12 14.75 0.756
C -17.95 15.17 13.88 -1.209
C -17.73 14.82 12.45 0.133
O -18.03 15.80 11.43 -0.147
C -17.46 17.14 11.49 -1.108
H -18.30 10.22 17.17 0.597
H -16.82 10.85 17.87 -0.187
H -16.92 10.80 16.15 -0.010
H -16.14 13.02 17.16 -0.776
H -17.40 13.73 18.20 -0.248
H -17.05 15.35 16.38 0.612
H -18.58 14.76 16.42 0.550
H -17.97 13.33 14.63 0.043
H -17.58 16.15 14.16 0.290
H -18.99 15.21 14.19 0.475
H -18.27 13.90 12.21 -0.367
H -16.65 14.69 12.52 0.532
H -16.40 17.06 11.73 0.279
H -18.01 17.76 12.20 0.265
H -17.56 17.71 10.57 0.325
C -10.19 9.74 17.52 -0.562
O -10.83 8.77 16.68 -0.459
C -12.00 9.26 15.93 0.101
C -12.79 8.14 15.06 -0.696
N -13.22 7.03 16.00 -0.429
C -14.48 7.26 16.69 -0.069
C -14.78 6.66 18.01 -0.521
O -13.83 7.20 18.94 -0.250
C -14.06 6.81 20.22 -0.969
H -9.68 10.43 16.83 0.273
H -9.39 9.24 18.07 0.270
H -10.91 10.25 18.15 0.167
H -11.67 10.04 15.24 0.483
H -12.73 9.72 16.60 -0.016
H -12.17 7.60 14.35 0.386
H -13.57 8.60 14.45 0.160
H -12.51 7.07 16.72 0.293
H -15.32 6.86 16.12 0.272
H -14.63 8.32 16.53 -0.065
H -14.53 5.60 18.04 0.417
H -15.79 6.85 18.38 0.327
H -13.28 6.06 20.33 0.378
H -15.05 6.42 20.44 0.376
H -13.77 7.60 20.92 0.201
C -16.25 18.21 19.86 -0.616
O -15.59 17.29 20.76 -0.475
C -15.46 15.91 20.26 -0.448
C -14.45 15.84 19.00 -0.471
N -14.27 14.46 18.77 -0.014
C -13.45 14.33 17.59 -0.602
C -13.05 12.86 17.27 -1.265
O -13.90 12.06 16.56 0.264
C -14.07 12.57 15.19 1.391
H -15.54 18.49 19.08 0.226
H -16.44 19.18 20.31 0.261
H -17.13 17.69 19.49 0.257
H -16.45 15.45 20.16 0.326
H -15.02 15.26 21.02 0.317
H -13.53 16.30 19.39 0.316
H -14.63 16.37 18.07 0.284
H -15.12 13.94 18.62 -0.221
H -12.48 14.79 17.78 0.681
H -13.92 14.75 16.70 0.109
H -12.75 12.36 18.19 0.353
H -12.09 12.83 16.75 0.621
H -13.24 12.39 14.51 0.753
H -14.18 13.65 15.15 -0.934
H -14.96 12.18 14.70 -0.333
C -22.22 11.70 11.14 -0.937
O -21.32 10.68 10.70 -0.295
C -21.57 9.47 11.36 -0.673
C -20.23 8.65 11.32 -0.689
N -19.33 8.76 12.43 -0.256
C -19.10 10.11 12.86 -0.210
C -17.73 10.70 12.28 -0.246
O -16.64 9.96 12.86 -0.241
C -15.39 10.41 12.39 -1.152
H -22.36 11.83 12.21 0.327
H -23.25 11.61 10.79 0.353
H -21.97 12.69 10.76 0.305
H -22.40 8.88 10.98 0.557
H -21.84 9.43 12.42 0.323
H -19.80 8.76 10.33 0.338
H -20.60 7.64 11.15 0.465
H -18.42 8.34 12.25 0.321
H -19.09 10.35 13.92 0.196
H -19.85 10.73 12.38 -0.057
H -17.80 11.75 12.56 -0.241
H -17.78 10.65 11.19 0.435
H -15.28 11.50 12.35 0.527
H -15.41 10.08 11.35 0.562
H -14.53 9.93 12.86 0.079
```

Summary:
2S+1	2
expectation value of S²	0.7507
gap between HOMO and LUMO (spin up / spin down)	1.344 / 8.366	eV
charge	-1
HOMO level (spin up / spin down)	0.0123 / -0.2459	Eh
relative energy (zero: lowest compared OMol25 entry of this formula, charge and spin)	0.0	kJ/mol

---

# 4
C38H67NbO25PS | ωB97M-V with the def2-TZVPD basis set

```
133
Properties=species:S:1:pos:R:3:mulliken_charge:R:1
C 2.25 -1.30 6.02 -0.731
C 3.20 -2.37 6.50 0.861
O 3.10 -2.86 7.59 -0.589
O 4.18 -2.82 5.70 -0.359
C 4.34 -2.29 4.38 -1.389
C 3.34 -2.83 3.35 2.220
C 3.61 -4.30 2.95 -1.142
C 2.64 -5.37 3.52 -0.581
C 2.09 -5.12 4.93 0.544
C 0.85 -6.00 5.23 -1.185
C -0.51 -5.35 4.88 -0.551
C -0.60 -4.43 3.65 -0.664
Nb -2.64 -3.43 3.41 -1.082
P -1.20 -1.51 2.28 0.696
O -0.45 -1.99 0.89 -0.499
O 0.11 -1.08 3.20 -0.302
S -2.32 0.05 1.93 -0.434
H 2.66 -0.60 5.30 0.250
H 1.93 -0.74 6.90 0.314
H 1.35 -1.77 5.59 0.097
H 5.35 -2.61 4.07 0.441
H 4.36 -1.20 4.38 0.417
H 3.48 -2.19 2.48 0.229
H 2.31 -2.68 3.69 -1.368
H 3.54 -4.35 1.85 0.437
H 4.65 -4.58 3.19 0.335
H 1.81 -5.55 2.83 0.194
H 3.20 -6.32 3.57 0.398
H 1.76 -4.09 5.07 -0.727
H 2.84 -5.34 5.69 0.505
H 0.86 -6.18 6.31 0.336
H 0.96 -6.99 4.75 0.332
H -0.91 -4.82 5.76 0.333
H -1.22 -6.17 4.68 0.549
H 0.15 -3.62 3.68 0.442
H -0.48 -4.97 2.70 0.314
H -2.35 -2.83 5.14 -0.019
H -4.17 -2.41 3.56 0.047
H -3.06 -4.12 1.75 -0.022
H -3.31 -4.96 4.12 -0.007
H 0.22 -2.66 1.12 0.290
H 0.91 -0.96 2.66 0.185
C 7.05 1.34 -0.65 -1.489
C 6.43 0.59 0.50 0.544
C 5.91 -0.79 0.18 -0.600
O 4.86 -0.94 1.15 -0.267
C 4.41 0.30 1.47 0.605
O 3.44 0.51 2.12 -0.478
O 5.23 1.25 0.97 -0.365
H 6.38 1.36 -1.50 0.354
H 7.25 2.38 -0.36 0.361
H 7.99 0.87 -0.94 0.374
H 7.13 0.55 1.35 0.259
H 6.64 -1.58 0.30 0.340
H 5.46 -0.84 -0.81 0.306
C 0.53 1.56 -0.81 -1.297
C -0.60 2.40 -1.32 0.568
C -1.66 1.64 -2.07 0.065
O -2.18 2.65 -2.96 -0.299
C -1.19 3.54 -3.18 0.762
O -1.24 4.39 -4.02 -0.617
O -0.16 3.34 -2.35 -0.320
H 0.94 0.94 -1.61 0.285
H 1.33 2.17 -0.41 0.416
H 0.16 0.91 -0.02 0.155
H -1.04 2.99 -0.51 0.192
H -2.45 1.25 -1.43 0.372
H -1.25 0.84 -2.68 -0.223
C 2.46 -1.35 10.25 -1.119
C 3.13 -0.38 11.18 0.591
C 2.90 -0.61 12.66 -0.510
O 3.05 0.71 13.20 -0.339
C 2.73 1.60 12.22 0.642
O 2.59 2.76 12.39 -0.541
O 2.61 0.96 11.03 -0.334
H 1.39 -1.43 10.49 0.327
H 2.54 -1.03 9.22 -0.031
H 2.92 -2.34 10.33 0.407
H 4.21 -0.33 10.97 0.256
H 3.62 -1.28 13.12 0.306
H 1.89 -0.95 12.87 0.330
C 2.06 4.64 -4.30 -1.380
C 2.75 5.62 -5.21 0.619
C 2.29 5.60 -6.65 -0.507
O 3.46 6.06 -7.35 -0.342
C 4.54 5.72 -6.59 0.601
O 5.67 5.80 -6.96 -0.542
O 4.15 5.30 -5.37 -0.368
H 2.08 3.63 -4.71 0.329
H 2.56 4.61 -3.33 0.349
H 1.02 4.93 -4.14 0.305
H 2.69 6.63 -4.80 0.285
H 1.45 6.27 -6.85 0.291
H 2.05 4.60 -6.99 0.337
C -4.40 5.31 -3.66 -0.989
C -5.66 4.91 -4.38 0.591
C -6.81 5.89 -4.32 -0.600
O -7.94 5.02 -4.46 -0.337
C -7.59 3.81 -3.98 0.617
O -8.35 2.91 -3.79 -0.557
O -6.26 3.75 -3.76 -0.277
H -4.61 5.60 -2.63 0.368
H -3.70 4.48 -3.63 -0.105
H -3.92 6.15 -4.17 0.397
H -5.43 4.65 -5.42 0.246
H -6.80 6.62 -5.12 0.318
H -6.87 6.40 -3.36 0.339
C -7.46 0.69 -5.76 -1.278
C -7.64 0.01 -7.09 0.512
C -6.67 -1.11 -7.40 -0.162
O -6.61 -1.09 -8.83 -0.344
C -6.90 0.18 -9.23 0.659
O -6.77 0.58 -10.34 -0.543
O -7.36 0.91 -8.19 -0.367
H -6.42 1.00 -5.63 0.257
H -8.08 1.58 -5.69 0.296
H -7.73 0.02 -4.95 0.381
H -8.67 -0.33 -7.21 0.248
H -7.01 -2.08 -7.05 0.348
H -5.67 -0.90 -7.01 -0.010
C -1.77 -2.30 -7.68 -1.436
C -1.77 -1.87 -6.24 0.554
C -2.03 -0.40 -5.99 -0.436
O -1.35 -0.19 -4.75 -0.174
C -0.34 -1.10 -4.66 0.491
O 0.52 -1.07 -3.85 -0.485
O -0.47 -2.03 -5.64 -0.395
H -1.10 -1.67 -8.27 0.366
H -1.42 -3.33 -7.77 0.364
H -2.77 -2.23 -8.10 0.338
H -2.47 -2.49 -5.66 0.273
H -3.08 -0.15 -5.88 0.145
H -1.58 0.23 -6.75 0.306
```

Summary:
gap between HOMO and LUMO	6.628	eV
charge	-1
HOMO level	-0.1889	Eh

---

# 5
C20H17BeCl | ωB97M-V with the def2-TZVPD basis set

```
39
Properties=species:S:1:pos:R:3:nbo_charge:R:1
C -0.15 2.31 0.41 -0.378
C -1.34 1.87 -0.21 -0.424
C -1.01 1.43 -1.52 -0.416
H -2.33 1.88 0.22 0.218
C 0.39 1.57 -1.68 -0.350
C 0.91 2.12 -0.49 -0.354
H 1.95 2.30 -0.29 0.221
H -0.06 2.66 1.42 0.214
H -1.69 1.00 -2.23 0.227
H 0.95 1.28 -2.55 0.222
Be 0.00 0.00 0.00 1.546
Cl 1.24 -0.39 1.81 -0.783
C -3.35 -4.29 -1.11 -0.365
C -3.07 -4.07 -2.48 -0.367
C -3.98 -3.11 -2.96 -0.371
H -2.28 -4.55 -3.05 0.172
C -4.83 -2.74 -1.89 -0.371
C -4.44 -3.47 -0.75 -0.369
H -4.89 -3.41 0.23 0.169
H -2.82 -4.97 -0.46 0.173
H -4.03 -2.73 -3.97 0.168
H -5.64 -2.03 -1.94 0.167
C 5.90 0.45 0.08 -0.243
C 4.90 1.07 0.81 -0.264
C 3.57 0.76 0.59 -0.177
C 3.15 -0.20 -0.39 -0.023
C 1.75 -0.59 -0.68 -0.484
C 1.54 -1.55 -1.67 -0.347
C 2.60 -2.14 -2.37 -0.198
C 3.91 -1.78 -2.10 -0.263
C 4.20 -0.83 -1.12 -0.100
C 5.56 -0.50 -0.88 -0.211
H 6.93 0.70 0.27 0.183
H 5.17 1.81 1.57 0.188
H 2.90 1.31 1.23 0.233
H 0.53 -1.84 -1.91 0.203
H 2.40 -2.88 -3.13 0.188
H 4.71 -2.25 -2.65 0.180
H 6.35 -0.97 -1.44 0.185
```

Summary:
gap between HOMO and LUMO	5.516	eV
charge	-2
HOMO level	-0.0218	Eh

---

# 6
C3H10OS2 | ωB97M-V with the def2-TZVPD basis set

```
16
Properties=species:S:1:pos:R:3:nbo_charge:R:1
C 0.69 1.50 -1.26 -0.648
C 1.95 0.86 -0.83 -0.614
S 2.16 -0.80 -1.42 0.138
S -1.33 0.46 0.94 -0.032
C -2.27 -0.91 1.72 -0.763
H 0.74 2.07 -2.21 0.221
H 0.39 2.35 -0.63 0.222
H -0.19 0.87 -1.36 0.240
H 2.87 1.37 -1.17 0.276
H 2.05 0.82 0.30 0.268
H -2.61 -1.71 1.09 0.245
H -1.49 -1.16 2.45 0.251
H -3.07 -0.40 2.25 0.222
H 0.52 -2.11 -0.52 0.465
H -0.37 -1.12 0.39 0.449
O -0.06 -2.07 0.25 -0.939
```

Summary:
gap between HOMO and LUMO	3.498	eV
HOMO level	-0.2930	Eh
relative energy (zero: lowest compared OMol25 entry of this formula, charge and spin)	541.4	kJ/mol